## A
Formula: C41H38F6N3O
Source: the OMol25 dataset
Level of theory: the ωB97M-V functional and the def2-TZVPD basis

The geometry in XYZ format:
```
89
C41H38F6N3O, DFT the ωB97M-V functional and the def2-TZVPD basis
C -3.05 -2.80 -3.99
C -2.04 -1.88 -3.32
N -2.50 -0.47 -3.31
C -1.70 0.51 -2.84
C -0.35 0.25 -2.21
C -2.07 1.90 -3.15
C -2.28 2.26 -4.50
C -2.93 3.45 -4.80
C -3.17 4.38 -3.78
C -2.75 4.12 -2.47
C -2.13 2.91 -2.17
C -3.83 -0.10 -3.84
C -4.79 -1.26 -4.12
O -4.38 -2.49 -3.55
H -2.94 -2.72 -5.09
H -2.90 -3.83 -3.64
H -1.90 -2.24 -2.29
H -1.07 -1.97 -3.86
H 0.12 1.24 -2.09
H 0.23 -0.26 -2.99
H -1.97 1.56 -5.28
H -3.23 3.64 -5.83
H -3.67 5.31 -4.02
H -2.90 4.86 -1.68
H -1.74 2.71 -1.16
H -4.32 0.59 -3.13
H -3.72 0.44 -4.79
H -5.77 -1.04 -3.67
H -4.88 -1.36 -5.22
F 7.89 0.38 -0.73
C 6.90 -0.53 -0.94
F 5.95 0.05 -1.75
F 7.44 -1.58 -1.65
C 6.26 -1.04 0.31
N 5.24 -2.04 -0.04
C 5.64 -3.38 0.17
C 6.03 -3.77 1.47
C 6.52 -5.06 1.68
C 6.71 -5.92 0.59
C 6.42 -5.49 -0.71
C 5.87 -4.23 -0.92
C 3.95 -1.66 -0.31
C 3.05 -2.59 -0.88
C 1.72 -2.22 -1.11
C 1.24 -0.95 -0.73
C -0.23 -0.54 -0.92
C -0.87 0.11 0.31
C -2.16 0.63 0.19
C -2.76 1.34 1.22
C -2.09 1.49 2.46
N -2.66 2.23 3.48
C -3.70 3.24 3.18
C -3.02 4.51 2.80
F -3.86 5.51 2.43
F -2.26 4.96 3.86
F -2.15 4.29 1.76
C -2.50 1.90 4.85
C -1.32 2.20 5.55
C -1.28 2.03 6.93
C -2.39 1.53 7.62
C -3.55 1.21 6.91
C -3.62 1.43 5.54
C -0.86 0.83 2.63
C -0.27 0.12 1.58
C 2.16 0.00 -0.26
C 3.49 -0.35 -0.02
H 7.04 -1.55 0.88
H 5.85 -0.21 0.88
H 5.92 -3.06 2.28
H 6.77 -5.37 2.69
H 7.11 -6.93 0.76
H 6.61 -6.14 -1.56
H 5.62 -3.87 -1.92
H 3.40 -3.59 -1.13
H 1.05 -2.94 -1.60
H -0.77 -1.48 -1.09
H -2.69 0.51 -0.75
H -3.78 1.71 1.07
H -4.35 2.92 2.37
H -4.26 3.42 4.10
H -0.45 2.58 4.99
H -0.38 2.31 7.48
H -2.34 1.38 8.70
H -4.42 0.80 7.43
H -4.54 1.24 4.98
H -0.36 0.90 3.60
H 0.67 -0.39 1.76
H 1.84 1.02 -0.07
H 4.15 0.39 0.45
```

## Properties
**Structure (SMILES)**: FC(F)(F)CN(c1ccccc1)c1ccc(C(CC(c2ccccc2)=[N+]2CCOCC2)c2ccc(N(CC(F)(F)F)c3ccccc3)cc2)cc1
**Net charge**: +1

***

## B
Formula: C41H38F6N3O
Source: the OMol25 dataset
Level of theory: the ωB97M-V functional and the def2-TZVPD basis

The geometry in XYZ format:
```
89
C41H38F6N3O, DFT the ωB97M-V functional and the def2-TZVPD basis
C -1.31 -2.25 1.00
C -0.49 -1.01 1.35
N -1.11 -0.16 2.36
C -0.35 0.90 2.80
C 0.93 1.12 2.33
C -1.01 1.79 3.80
C -2.19 2.49 3.48
C -2.87 3.22 4.46
C -2.39 3.22 5.78
C -1.18 2.58 6.09
C -0.45 1.94 5.08
C -2.18 -0.65 3.23
C -2.86 -1.92 2.73
O -1.92 -2.82 2.15
H -2.06 -1.97 0.24
H -0.65 -3.04 0.62
H 0.51 -1.34 1.68
H -0.35 -0.42 0.42
H 1.54 1.85 2.86
H 1.21 0.82 1.32
H -2.56 2.48 2.45
H -3.77 3.76 4.20
H -2.95 3.73 6.56
H -0.80 2.59 7.11
H 0.53 1.51 5.29
H -1.79 -0.86 4.25
H -2.95 0.13 3.34
H -3.29 -2.46 3.58
H -3.65 -1.63 2.00
F 7.88 5.28 -0.99
C 7.36 4.03 -1.12
F 6.11 4.02 -0.56
F 7.18 3.79 -2.47
C 8.21 2.93 -0.54
N 7.51 1.66 -0.70
C 8.08 0.74 -1.63
C 9.22 0.00 -1.28
C 9.86 -0.76 -2.25
C 9.40 -0.75 -3.57
C 8.26 -0.02 -3.91
C 7.58 0.70 -2.94
C 6.46 1.32 0.11
C 5.49 0.40 -0.35
C 4.43 0.05 0.46
C 4.39 0.46 1.83
C 3.41 -0.09 2.70
C 3.61 -0.24 4.10
C 2.49 -0.38 4.97
C 2.65 -0.50 6.33
C 3.94 -0.63 6.89
N 4.12 -0.81 8.24
C 3.09 -0.40 9.19
C 3.18 1.09 9.38
F 2.25 1.61 10.22
F 4.43 1.42 9.87
F 3.06 1.73 8.17
C 5.25 -1.49 8.77
C 6.46 -0.80 8.96
C 7.51 -1.41 9.64
C 7.37 -2.73 10.10
C 6.19 -3.44 9.85
C 5.12 -2.81 9.22
C 5.06 -0.60 6.04
C 4.91 -0.34 4.69
C 5.34 1.43 2.25
C 6.34 1.86 1.41
H 9.13 2.88 -1.13
H 8.41 3.16 0.52
H 9.57 0.04 -0.25
H 10.73 -1.37 -1.98
H 9.93 -1.31 -4.34
H 7.88 -0.01 -4.94
H 6.67 1.27 -3.16
H 5.57 0.01 -1.37
H 3.65 -0.61 0.09
H 2.58 -0.63 2.26
H 1.49 -0.37 4.54
H 1.77 -0.55 6.98
H 2.09 -0.66 8.84
H 3.33 -0.87 10.15
H 6.54 0.22 8.57
H 8.43 -0.85 9.81
H 8.19 -3.20 10.65
H 6.10 -4.48 10.16
H 4.17 -3.33 9.04
H 6.06 -0.75 6.46
H 5.80 -0.25 4.07
H 5.29 1.84 3.26
H 7.07 2.59 1.75
```

## Properties
**Net charge**: +1

***

Most stable to least stable: A, B

***

## A
Formula: C4H5BrO2
Source: the OMol25 dataset
Level of theory: the ωB97M-V functional and the def2-TZVPD basis

The geometry in XYZ format:
```
12
C4H5BrO2, DFT the ωB97M-V functional and the def2-TZVPD basis
C 1.74 0.05 2.57
C 1.34 0.56 1.16
C 0.31 -0.04 0.43
C -0.16 0.53 -0.87
O 2.48 0.56 3.31
O -0.19 -1.19 0.74
Br 2.03 2.27 0.80
H 1.30 -0.99 2.69
H 0.20 1.57 -1.22
H -1.16 0.69 -0.73
H 0.08 -0.32 -1.60
H -0.50 -1.69 -0.01
```

## Properties
**Structure (SMILES)**: C/C(O)=C(\Br)C=O
**Net charge**: 0

***

## B
Formula: C4H5BrO2
Source: the OMol25 dataset
Level of theory: the ωB97M-V functional and the def2-TZVPD basis

The geometry in XYZ format:
```
12
C4H5BrO2, DFT the ωB97M-V functional and the def2-TZVPD basis
C 1.60 -1.73 0.22
C 0.84 0.65 0.64
C -1.29 -0.23 -0.42
C -0.57 1.01 0.15
O 1.96 -2.20 1.23
O 1.30 -1.33 -0.82
Br 2.14 1.90 0.12
H -0.92 -0.96 0.19
H -0.93 -0.24 -1.44
H -2.42 -0.20 -0.54
H -1.03 1.32 1.16
H -0.69 2.02 -0.49
```

## Properties
**Net charge**: 0

***

## C
Formula: C4H5BrO2
Source: the OMol25 dataset
Level of theory: the ωB97M-V functional and the def2-TZVPD basis

The geometry in XYZ format:
```
12
C4H5BrO2, DFT the ωB97M-V functional and the def2-TZVPD basis
C -0.26 -0.09 -0.08
C 2.12 -1.78 -0.13
C 1.73 -0.45 -0.17
C -2.06 1.37 0.15
O 3.29 -2.14 -0.09
O -0.66 1.11 0.08
Br 2.68 1.09 0.11
H -0.91 -0.94 -0.22
H 1.28 -2.50 -0.20
H -2.63 0.66 -0.45
H -2.22 2.39 -0.20
H -2.38 1.29 1.20
```

## Properties
**Net charge**: 0

***

Most stable to least stable: A, B, C

***

## A
Formula: C4H5BrO2
Source: the OMol25 dataset
Level of theory: the ωB97M-V functional and the def2-TZVPD basis

The geometry in XYZ format:
```
12
C4H5BrO2, DFT the ωB97M-V functional and the def2-TZVPD basis
C 0.65 -1.37 -0.40
C 0.45 0.36 1.57
C -0.45 0.98 -1.01
C -0.16 -0.09 0.09
O 1.06 -1.51 -1.50
O 1.28 -0.12 2.21
Br -1.91 -0.86 0.86
H 0.69 -2.17 0.32
H -0.16 1.20 1.81
H 0.15 1.92 -0.98
H -1.49 1.23 -0.95
H -0.12 0.44 -2.00
```

## Properties
**Structure (SMILES)**: CC(Br)(C=O)C=O
**Net charge**: 0

***

## B
Formula: C4H5BrO2
Source: the OMol25 dataset
Level of theory: the ωB97M-V functional and the def2-TZVPD basis

The geometry in XYZ format:
```
12
C4H5BrO2, DFT the ωB97M-V functional and the def2-TZVPD basis
C 3.28 2.13 0.00
C 1.69 -0.69 -1.32
C -0.17 -0.27 0.59
C 0.48 -0.05 -0.88
O 4.03 1.48 0.59
O 2.55 2.75 -0.59
Br 2.70 -1.54 0.02
H -1.18 0.32 0.68
H 0.44 -0.11 1.37
H -0.38 -1.36 0.49
H 0.79 0.91 -1.06
H -0.29 -0.17 -1.66
```

## Properties
**Net charge**: 0

***

Most stable to least stable: A, B

***

## A
Formula: C4H7IN
Source: the OMol25 dataset
Level of theory: the ωB97M-V functional and the def2-TZVPD basis

The geometry in XYZ format:
```
13
C4H7IN, DFT the ωB97M-V functional and the def2-TZVPD basis
C -1.98 -1.30 -0.26
C -1.30 -0.14 -0.13
C -0.15 -0.05 0.66
C 2.11 0.72 -0.63
N 0.72 1.00 0.41
I 3.81 0.05 0.37
H -2.81 -1.38 -0.94
H -1.79 -2.10 0.43
H -1.63 0.67 -0.93
H -0.05 -0.71 1.50
H 1.79 0.22 -1.63
H 0.16 1.69 -0.10
H 1.14 1.33 1.24
```

## Properties
**Net charge**: +1

***

## B
Formula: C4H7IN
Source: the OMol25 dataset
Level of theory: the ωB97M-V functional and the def2-TZVPD basis

The geometry in XYZ format:
```
13
C4H7IN, DFT the ωB97M-V functional and the def2-TZVPD basis
C -1.48 1.35 -1.70
C -1.22 0.54 -0.73
C 0.50 -0.32 0.84
C 1.56 -1.59 1.09
N 0.08 0.33 -0.36
I 1.54 -2.40 2.95
H -2.43 1.66 -1.93
H -0.61 1.69 -2.31
H -2.11 0.32 -0.17
H -0.27 -0.34 1.66
H 1.21 0.33 1.29
H 2.36 -1.99 0.40
H 0.87 0.42 -1.03
```

## Properties
**Net charge**: +1

***

Most stable to least stable: B, A

***

## A
Formula: O2
Source: the OMol25 dataset
Level of theory: the ωB97M-V functional and the def2-TZVPD basis

The geometry in XYZ format:
```
2
O2, DFT the ωB97M-V functional and the def2-TZVPD basis
O 0.00 0.00 0.66
O 0.00 0.00 -0.66
```

## Properties
**Structure (SMILES)**: O=O
**Net charge**: 0

***

## B
Formula: O2
Source: the OMol25 dataset
Level of theory: the ωB97M-V functional and the def2-TZVPD basis

The geometry in XYZ format:
```
2
O2, DFT the ωB97M-V functional and the def2-TZVPD basis
O 0.52 0.06 0.48
O -0.52 -0.06 -0.48
```

## Properties
**Structure (SMILES)**: O=O
**Net charge**: 0

***

Most stable to least stable: A, B

***

## A
Formula: C21H28N4O3S
Source: the OMol25 dataset
Level of theory: the ωB97M-V functional and the def2-TZVPD basis

The geometry in XYZ format:
```
57
C21H28N4O3S, DFT the ωB97M-V functional and the def2-TZVPD basis
C 5.17 -0.14 -7.16
C 4.06 -0.93 -6.47
H 3.09 -0.52 -6.74
H 4.11 -1.99 -6.74
O 4.20 -0.91 -5.05
C 3.72 0.19 -4.43
O 3.17 1.11 -4.99
N 3.95 0.13 -3.10
C 3.44 1.17 -2.23
H 2.93 1.90 -2.86
H 4.27 1.67 -1.72
C 2.45 0.58 -1.22
N 3.02 -0.60 -0.60
C 2.28 -1.52 0.06
O 2.73 -2.58 0.44
C 0.86 -1.13 0.31
C 0.56 -0.14 1.25
C -0.76 0.15 1.50
C -1.81 -0.52 0.82
C -1.49 -1.50 -0.11
C -0.17 -1.80 -0.34
H 0.09 -2.58 -1.05
H -2.29 -2.02 -0.62
N -3.06 -0.12 1.17
C -3.06 0.80 2.07
N -4.15 1.41 2.54
C -4.13 2.22 3.74
H -3.13 2.62 3.89
C -4.57 1.39 4.94
H -4.58 2.02 5.84
C -5.96 0.79 4.70
C -6.40 -0.08 5.87
H -7.39 -0.49 5.70
H -6.42 0.50 6.79
H -5.70 -0.91 6.01
C -5.94 -0.01 3.40
H -6.94 -0.39 3.17
C -5.45 0.86 2.24
H -5.36 0.27 1.32
H -6.14 1.69 2.07
H -5.27 -0.86 3.50
H -6.68 1.62 4.59
H -3.85 0.58 5.11
H -4.82 3.06 3.59
S -1.42 1.31 2.62
H 1.35 0.37 1.79
C 4.39 -0.92 -0.95
H 5.06 -0.15 -0.55
C 4.53 -1.04 -2.47
H 4.01 -1.93 -2.82
H 5.59 -1.13 -2.74
H 4.63 -1.88 -0.48
H 2.23 1.34 -0.46
H 1.52 0.32 -1.72
H 5.07 -0.23 -8.23
H 5.09 0.91 -6.88
H 6.14 -0.51 -6.85
```

## Properties
**Structure (SMILES)**: CCOC(=O)N1CCN(C(=O)c2ccc3nc(N4CCC(C)CC4)sc3c2)CC1
**Net charge**: 0

***

## B
Formula: C21H28N4O3S
Source: the OMol25 dataset
Level of theory: the ωB97M-V functional and the def2-TZVPD basis

The geometry in XYZ format:
```
57
C21H28N4O3S, DFT the ωB97M-V functional and the def2-TZVPD basis
C -5.68 -1.60 1.92
C -4.17 -1.58 1.73
C -3.69 -2.63 0.74
H -2.61 -2.61 0.64
H -4.01 -3.63 1.06
S -4.39 -2.46 -0.94
C -3.53 -0.95 -1.52
C -4.43 0.28 -1.46
H -4.89 0.36 -0.47
H -5.23 0.17 -2.19
C -3.65 1.56 -1.74
N -2.75 1.84 -0.65
C -2.16 3.02 -0.44
O -2.37 4.03 -1.09
C -1.20 2.99 0.77
N -0.02 2.18 0.50
C -0.05 0.82 0.56
O -1.08 0.20 0.81
C 1.22 0.19 0.28
C 1.54 -1.14 0.23
C 2.91 -1.22 -0.11
C 3.76 -2.33 -0.30
C 5.07 -2.09 -0.64
C 5.54 -0.78 -0.80
C 4.73 0.32 -0.62
C 3.40 0.10 -0.27
N 2.35 0.96 -0.02
C 2.22 2.34 -0.02
N 1.10 2.90 0.23
C 3.38 3.25 -0.26
C 4.27 3.34 0.98
H 3.70 3.75 1.82
H 5.11 3.99 0.79
H 4.64 2.36 1.28
H 2.96 4.24 -0.47
H 3.94 2.92 -1.12
H 5.15 1.30 -0.75
H 6.57 -0.64 -1.07
H 5.76 -2.90 -0.80
O 3.19 -3.55 -0.13
C 3.98 -4.69 -0.32
H 4.82 -4.72 0.39
H 4.37 -4.75 -1.34
H 3.32 -5.54 -0.13
H 0.88 -1.96 0.42
H -1.72 2.58 1.63
H -0.85 4.00 0.97
H -2.44 1.05 -0.08
H -3.08 1.45 -2.68
H -4.32 2.42 -1.86
H -2.65 -0.84 -0.89
H -3.22 -1.15 -2.54
H -3.67 -1.77 2.68
H -3.85 -0.59 1.39
H -6.18 -1.47 0.96
H -6.00 -0.81 2.59
H -6.00 -2.55 2.33
```

## Properties
**Structure (SMILES)**: CCCSCCCNC(=O)Cn1nc(CC)n2c(cc3c(OC)cccc32)c1=O
**Net charge**: 0

***

Most stable to least stable: A, B

***

## A
Formula: C6H11P
Source: the OMol25 dataset
Level of theory: the ωB97M-V functional and the def2-TZVPD basis

The geometry in XYZ format:
```
18
C6H11P, DFT the ωB97M-V functional and the def2-TZVPD basis
C 1.87 -0.58 -1.47
C 0.52 0.10 -1.48
C -0.66 -0.48 -1.27
C -1.68 1.13 1.40
C 0.57 0.58 1.74
C -0.90 0.07 1.55
P -1.98 -1.48 -1.24
H 1.92 -1.44 -0.87
H 1.90 -1.09 -2.57
H 0.41 1.09 -1.73
H 2.61 0.08 -1.23
H -1.44 2.17 1.39
H -2.81 0.96 1.22
H 0.81 0.41 2.81
H 1.10 -0.11 1.15
H 0.65 1.64 1.53
H -1.03 -1.07 1.53
H -1.86 -1.98 -2.48
```

## Properties
**Expectation value of S²**: 2.007
**Multiplicity**: 3
**Net charge**: 0

***

## B
Formula: C6H11P
Source: the OMol25 dataset
Level of theory: the ωB97M-V functional and the def2-TZVPD basis

The geometry in XYZ format:
```
18
C6H11P, DFT the ωB97M-V functional and the def2-TZVPD basis
C 0.13 -0.19 1.25
C 0.52 1.24 -0.30
C -0.71 1.10 0.61
C 1.06 -0.15 0.10
C -2.06 0.87 0.04
C 1.02 -1.35 -0.86
P -0.01 -0.84 2.75
H 0.20 1.36 -1.34
H 1.13 2.07 -0.01
H -0.67 1.97 1.24
H 2.16 -0.23 0.43
H -2.72 0.93 0.81
H -2.02 -0.08 -0.45
H -2.30 1.53 -0.75
H 0.05 -1.53 -1.45
H 1.27 -2.33 -0.32
H 1.76 -1.29 -1.70
H 1.22 -1.46 2.60
```

## Properties
**Expectation value of S²**: 2.007
**Multiplicity**: 3
**Net charge**: 0

***

Most stable to least stable: B, A

***

## A
Formula: C2H4BFO2
Source: the OMol25 dataset
Level of theory: the ωB97M-V functional and the def2-TZVPD basis

The geometry in XYZ format:
```
10
C2H4BFO2, DFT the ωB97M-V functional and the def2-TZVPD basis
B -1.58 0.05 0.04
C -1.24 -0.89 -0.93
C 1.66 0.70 0.82
O -1.65 1.00 0.92
O 2.23 -0.33 0.50
F 1.27 1.59 -0.20
H -1.73 -1.56 -1.45
H -0.10 -0.75 -1.16
H -1.37 0.84 1.87
H 2.52 -0.65 -0.39
```

## Properties
**Net charge**: 0

***

## B
Formula: C2H4BFO2
Source: the OMol25 dataset
Level of theory: the ωB97M-V functional and the def2-TZVPD basis

The geometry in XYZ format:
```
10
C2H4BFO2, DFT the ωB97M-V functional and the def2-TZVPD basis
B 0.77 -0.14 -0.15
C -0.71 -0.65 -0.14
C -1.75 0.39 -0.06
O 1.73 -1.03 0.03
O 1.04 1.20 -0.07
F -2.92 -0.18 0.03
H -1.01 -1.65 -0.10
H -1.77 1.51 -0.08
H 2.70 -0.81 0.27
H 1.91 1.36 0.27
```

## Properties
**Structure (SMILES)**: OB(O)/C=C/F
**Net charge**: 0

***

Most stable to least stable: B, A